C29H26IN2OPS5Sn | ωB97M-V/def2-TZVPD

Values from the calculation:
molar mass: 855.46 g/mol
charge: +2
highest occupied orbital energy (alpha / beta): -12.7310 / -12.7310 eV

Last column: natural (NBO) charge in e.
Element x y z (Å)
Sn  -0.04298  0.02529  -0.35904  1.15
I  0.31041  -0.19346  2.62194  0.25
C  2.18065  -0.06340  3.59554  -0.12
C  1.92994  -0.02853  4.93252  -0.21
C  2.99894  0.01775  5.84744  -0.20
C  4.26806  0.02041  5.36901  -0.16
C  4.53573  -0.00708  3.97627  0.03
C  5.89023  0.01232  3.56802  -0.14
C  6.23437  0.00513  2.25394  -0.21
C  5.21342  -0.02534  1.29372  -0.15
C  3.87699  -0.04714  1.62383  -0.35
P  2.80967  -0.09620  0.14390  0.80
C  3.25800  1.37619  -0.82474  -0.29
C  3.00882  1.39522  -2.20347  -0.26
C  3.21728  2.55384  -2.93978  -0.21
C  3.63114  3.72087  -2.30196  -0.20
C  3.83986  3.72039  -0.92935  -0.18
C  3.66199  2.55268  -0.19207  -0.23
C  3.42986  -1.55786  -0.73935  -0.37
C  4.13353  -1.53619  -1.93969  -0.23
C  4.48791  -2.73042  -2.56212  -0.13
C  4.14679  -3.94865  -1.99389  -0.20
C  3.45977  -3.98104  -0.78233  -0.19
C  3.09401  -2.79271  -0.16445  -0.26
C  3.48236  -0.04306  3.00610  -0.12
H  0.91266  -0.04285  5.30687  0.24
H  2.79344  0.04652  6.90902  0.25
H  5.11139  0.04580  6.04969  0.24
H  6.65341  0.03398  4.33850  0.23
H  7.27270  0.02093  1.94601  0.24
H  5.49792  -0.03141  0.24617  0.23
H  2.67472  0.49738  -2.71355  0.22
H  3.07286  2.54337  -4.01498  0.23
H  3.80678  4.62284  -2.87801  0.24
H  4.15678  4.62805  -0.42849  0.24
H  3.85634  2.55822  0.87432  0.23
H  4.44150  -0.59508  -2.38280  0.23
H  5.03838  -2.70356  -3.49562  0.23
H  4.42575  -4.87411  -2.48530  0.24
H  3.22272  -4.93037  -0.31477  0.24
H  2.57743  -2.82152  0.79240  0.22
S  -0.74266  0.92299  -3.21867  -0.18
S  -0.75844  2.77874  -3.63706  0.36
S  -0.29385  3.91314  -2.10892  0.34
S  0.09245  2.92588  -0.50645  -0.25
N  -7.53572  1.10541  0.09098  -0.75
C  -6.85663  -0.05184  0.17034  0.05
S  -7.59588  -1.50386  0.27510  -0.03
C  -5.34450  0.08198  0.15272  -0.02
C  -4.54912  -1.04488  0.31822  -0.19
C  -3.17804  -0.91507  0.29510  0.03
N  -2.54991  0.25993  0.11758  -0.55
C  -3.31133  1.34789  -0.03634  0.05
C  -4.69345  1.29846  -0.02424  -0.22
H  -8.54039  1.06385  0.10628  0.43
H  -7.10529  2.00899  0.05049  0.39
H  -5.02017  -2.01058  0.46434  0.27
H  -2.54521  -1.78793  0.42819  0.20
H  -2.79586  2.29265  -0.15981  0.21
H  -5.22708  2.22684  -0.16279  0.22
C  -0.41871  -3.81691  -0.30037  -0.25
O  0.11235  -2.55366  -0.78145  -0.78
H  0.12199  -4.15587  0.58448  0.19
H  -0.36604  -4.57309  -1.08159  0.21
H  -1.46136  -3.65773  -0.04190  0.19
H  1.02583  -2.71249  -1.06419  0.51

Cartesian forces (eV/Å) of the 3 atoms listed first:
Sn 0.0 -0.4 -0.2
I -0.3 0.0 -0.2
C 0.0 0.0 -0.5


C6H10N | ωB97M-V/def2-TZVPD

Values from the calculation:
molar mass: 96.15 g/mol
charge: +1
highest occupied orbital energy: -13.4647 eV
SMILES string: C=[N+](C)[C@]12C[C@@H]1C2

Last column: natural (NBO) charge in e.
Element x y z (Å)
C  -0.21711  -1.68283  -1.10106  0.04
C  -0.57428  1.66438  0.49750  -0.36
C  0.51207  1.22422  -1.49888  -0.38
C  0.81077  1.62770  -0.00782  -0.17
C  -0.21946  0.56241  -0.44641  0.08
C  -0.05474  -1.31653  1.42151  -0.34
N  -0.18532  -0.78159  -0.19870  -0.22
H  -0.15216  -2.72735  -0.87939  0.23
H  -0.46401  -1.27425  -2.12413  0.23
H  -0.62098  1.25599  1.48619  0.21
H  -1.40071  2.25467  0.19050  0.23
H  -0.13843  1.91917  -2.00496  0.23
H  1.17124  0.55337  -2.09408  0.24
H  1.76779  1.86122  0.53020  0.28
H  -0.99234  -1.29621  1.98788  0.25
H  0.64745  -0.67331  1.82497  0.22
H  0.18860  -2.34407  1.25643  0.22

Cartesian forces (eV/Å) of the 3 atoms listed first:
C -0.9 1.7 -1.6
C 0.1 -1.3 -0.1
C -0.1 0.9 0.0


H56O28 | ωB97M-V/def2-TZVPD

Values from the calculation:
molar mass: 504.42 g/mol
charge: 0
highest occupied orbital energy: -10.6204 eV

Last column: Löwdin charge in e.
Element x y z (Å)
O  2.98123  -0.50119  -4.09866  -0.03
H  3.46388  -1.27719  -4.43504  0.08
H  3.23622  -0.41006  -3.19221  0.04
O  -2.07454  -1.65148  -2.12970  -0.05
H  -2.06451  -0.84112  -2.68371  0.02
H  -1.31064  -1.68716  -1.56617  0.01
O  4.00339  1.37238  4.62681  -0.02
H  4.70293  1.53512  5.24515  0.04
H  4.31698  1.77628  3.82369  0.04
O  -3.11966  2.93314  3.20073  -0.07
H  -3.02911  2.48282  4.06274  0.04
H  -3.99004  2.70069  2.81689  0.03
O  -0.39929  -0.18004  0.82173  -0.06
H  0.07948  -0.01850  -0.01835  0.03
H  0.17567  0.13560  1.52000  0.00
O  -2.98585  0.82514  0.30284  -0.06
H  -2.09560  0.86549  0.65613  0.01
H  -3.05961  1.65309  -0.18705  0.01
O  -0.74366  -4.61778  -2.08432  -0.06
H  -1.71362  -4.59922  -2.13730  0.00
H  -0.43732  -5.10613  -1.32556  0.04
O  -0.39128  3.88667  -0.97993  -0.03
H  0.15715  4.60719  -1.31178  0.09
H  -0.32524  3.93793  -0.03257  0.01
O  1.52584  1.18396  2.48316  -0.04
H  1.68064  1.09680  3.43257  0.04
H  2.36184  0.93046  2.14285  -0.02
O  -1.49033  0.85586  4.97733  -0.08
H  -1.75147  0.50904  5.85292  0.05
H  -1.80325  0.12611  4.40134  0.02
O  5.37363  -3.16632  -1.44459  -0.07
H  5.36356  -2.20869  -1.44414  0.01
H  4.56779  -3.33505  -0.92257  0.03
O  0.64327  0.90887  -4.28343  -0.04
H  1.45297  0.53972  -4.63772  0.03
H  0.89584  1.72338  -3.87274  0.05
O  -2.16340  0.61206  -4.14581  -0.07
H  -2.39866  1.27730  -3.48571  0.03
H  -1.22474  0.71129  -4.38635  0.00
O  3.64987  0.77832  0.85011  -0.08
H  3.53722  -0.13232  0.47114  0.01
H  4.56905  0.79411  1.16651  0.07
O  2.30922  -1.05217  4.45375  -0.06
H  1.74793  -0.56781  5.07356  0.05
H  3.21695  -0.69456  4.56991  0.05
O  -2.67385  2.79389  -1.59020  -0.07
H  -1.82929  3.25534  -1.35372  0.00
H  -3.32519  3.49965  -1.50675  0.06
O  0.79981  -0.52244  -1.58939  -0.08
H  1.00640  0.03057  -2.37752  0.04
H  0.71129  -1.40740  -2.02721  0.05
O  -0.60121  3.38318  1.88445  -0.06
H  -1.51053  3.06414  2.07317  0.04
H  0.02144  2.71502  2.19838  0.03
O  -3.20203  -4.03945  -3.02714  -0.05
H  -3.91067  -4.67236  -2.93419  0.05
H  -3.50449  -3.16772  -2.76175  0.03
O  1.59978  -3.00547  -2.71812  -0.05
H  1.78546  -2.79627  -3.63569  0.04
H  0.82030  -3.59523  -2.80382  0.03
O  -0.85796  -0.95798  -6.20904  -0.05
H  -1.44454  -1.12371  -5.46180  0.02
H  -1.31086  -1.40647  -6.91661  0.03
O  -0.35824  6.06522  1.34433  -0.08
H  0.23767  6.64584  1.81943  0.03
H  -0.38947  5.21144  1.83768  0.01
O  2.19306  2.59092  -1.04321  -0.06
H  1.23780  2.73723  -0.97596  -0.01
H  2.36853  1.85060  -0.44273  -0.01
O  1.22968  -2.22776  1.94981  -0.06
H  0.44921  -1.67687  1.70076  0.04
H  1.47760  -1.92905  2.84231  0.02
O  -3.13662  -1.03682  3.09366  -0.04
H  -3.04126  -1.01878  2.12113  0.05
H  -4.00354  -0.68060  3.18646  0.00
O  3.02706  -1.60212  -0.06931  -0.04
H  2.44508  -1.23022  -0.72294  0.00
H  2.46758  -2.09339  0.55314  0.04
O  -0.10489  -5.45212  1.95341  -0.05
H  0.40266  -4.63919  2.06447  0.01
H  -0.94370  -5.24230  2.34892  0.02
O  -5.13817  0.93289  2.04753  -0.07
H  -5.98578  1.16016  1.63326  0.06
H  -4.44884  0.87560  1.36831  -0.01

Cartesian forces (eV/Å) of the 3 atoms listed first:
O 0.2 -0.6 -1.2
H -0.2 0.5 0.2
H 0.3 0.0 0.9


C5H10O2 | ωB97M-V/def2-TZVPD

Values from the calculation:
molar mass: 102.13 g/mol
charge: 0
highest occupied orbital energy: -9.7644 eV
SMILES string: C[C@H]1OCC[C@H]1O

Last column: natural (NBO) charge in e.
Element x y z (Å)
C  1.58692  0.02540  -0.85337  -0.66
C  0.90768  0.18750  0.51209  0.07
O  0.26027  1.44235  0.62466  -0.52
C  -0.99018  1.31320  -0.03021  -0.08
C  -1.50566  -0.08013  0.34419  -0.47
C  -0.22396  -0.84507  0.76011  0.08
O  -0.03608  -2.07976  0.10647  -0.70
H  2.24240  0.88468  -1.03508  0.23
H  0.86742  -0.01979  -1.68497  0.19
H  2.18371  -0.89352  -0.86269  0.22
H  1.67184  0.15061  1.29978  0.19
H  -0.85031  1.39106  -1.12118  0.16
H  -1.62965  2.13907  0.29319  0.20
H  -2.22529  -0.03447  1.16733  0.22
H  -1.99100  -0.58558  -0.49841  0.21
H  -0.25014  -1.09072  1.82550  0.19
H  -0.01795  -1.90484  -0.84741  0.46

Cartesian forces (eV/Å) of the 3 atoms listed first:
C 0.0 0.0 0.1
C 0.2 -0.2 -0.1
O 0.1 0.2 0.1


C20H26Al2BBeClCsF13LiNO13S2 | ωB97M-V/def2-TZVPD

Values from the calculation:
molar mass: 1048.62 g/mol
charge: 0
highest occupied orbital energy: -6.8251 eV

Last column: Löwdin charge in e.
Element x y z (Å)
C  3.82165  -0.70882  0.81887  -0.13
C  3.64476  -1.19700  -0.66772  -0.46
C  2.19464  -1.65253  -1.00783  -0.08
C  4.14231  -0.20121  -1.77005  -0.29
Al  2.90612  1.38381  -2.03933  -0.08
F  3.98167  2.86517  -2.07955  -0.30
Cl  1.95359  1.29339  -4.09911  0.20
C  1.53570  1.63852  -0.57604  -0.22
C  0.06045  1.91403  -1.02720  -0.26
C  -0.66410  0.67328  -1.66186  -0.19
C  -1.71552  -0.00027  -0.70689  -0.07
C  -3.14439  0.60333  -0.85069  -0.41
F  -3.72014  0.34708  -2.05487  0.13
F  -2.94803  1.97985  -0.84116  0.09
C  -4.06999  0.32360  0.38317  -0.36
F  -4.97622  1.40301  0.48420  -0.14
F  -3.37380  0.37286  1.52994  0.13
S  -5.05875  -1.26715  0.37629  0.87
F  -6.09889  -0.54376  1.48978  -0.31
F  -4.22481  -1.81365  1.66153  -0.13
F  -4.03586  -2.02786  -0.58452  -0.09
F  -6.00320  -0.76727  -0.82295  -0.11
F  -5.94046  -2.59802  0.46819  -0.09
H  4.92445  -0.64197  1.02971  0.04
H  3.39181  0.29655  1.01710  0.02
H  3.35690  -1.45446  1.50878  0.11
H  4.30413  -2.10152  -0.73974  0.13
H  1.39961  -1.10968  -0.46059  0.08
H  2.08525  -2.72712  -0.71496  0.11
H  2.05714  -1.53483  -2.12135  -0.01
H  5.20421  0.16766  -1.54743  -0.05
H  4.20888  -0.73327  -2.76434  0.07
H  1.51564  0.81734  0.17924  0.03
H  1.86030  2.55401  -0.01264  0.08
H  -0.01859  2.82353  -1.66480  0.11
H  -0.51222  2.16661  -0.09483  0.10
H  -1.23639  1.04796  -2.54911  0.12
H  0.07739  -0.06175  -2.05267  0.06
H  -1.32600  0.10603  0.33021  0.14
H  -1.72166  -1.09446  -0.92743  0.13
Al  -6.69887  1.88520  1.80866  1.09
O  4.32579  4.82700  -4.68137  0.08
H  4.40370  4.04529  -4.09729  0.03
C  2.84498  3.59873  4.04797  0.18
C  1.81990  4.17301  4.82551  -0.35
C  0.57793  3.30202  4.95504  -0.33
O  -0.38489  3.58915  5.64102  0.01
C  0.54061  2.04914  4.20336  0.13
C  1.55414  1.48824  3.42242  -0.34
C  2.83576  2.30783  3.37876  -0.33
O  3.84472  1.93581  2.80234  0.07
O  1.51030  0.43036  2.79057  0.08
O  1.84215  5.26085  5.38345  0.12
H  3.77078  4.14777  3.91007  0.14
H  -0.40305  1.52342  4.29371  0.13
Li  1.85870  -1.74941  -3.90151  0.63
Cs  2.43911  -4.58342  -4.70365  0.99
N  5.99486  -7.87727  -6.71985  -0.66
O  6.81939  -8.50292  -7.39626  -0.05
O  5.35441  -6.92516  -7.23019  -0.14
O  5.79198  -8.18400  -5.52349  -0.11
C  -3.63743  4.38766  2.73533  -0.26
S  -2.15833  4.13160  3.73993  0.89
O  -1.37465  3.03935  3.09887  -0.52
C  -3.00854  3.42242  5.15900  -0.24
H  -3.33086  4.79470  1.77256  0.06
H  -4.14888  3.43275  2.58137  -0.01
H  -4.30002  5.09665  3.23348  0.06
H  -3.56267  2.53277  4.85380  0.06
H  -3.68721  4.16312  5.58380  0.06
H  -2.26034  3.14822  5.90184  0.04
Be  5.37836  0.99996  -0.19823  0.63
B  -4.19619  -5.81959  -1.24892  -1.02
O  -3.03999  -5.56716  -0.34995  0.23
C  -1.95381  -5.53439  -1.09225  -0.43
O  -0.83507  -5.34268  -0.67694  0.11
C  -2.32765  -5.76276  -2.52596  -0.43
O  -1.55438  -5.78319  -3.45464  0.09
O  -3.62642  -5.92750  -2.61961  0.24
F  -5.10313  -4.74053  -1.18506  0.11
F  -4.83611  -7.01342  -0.89431  0.14
F  5.08337  5.05937  -6.46067  -0.16

Cartesian forces (eV/Å) of the 3 atoms listed first:
C -0.1 -0.2 -0.8
C 0.8 -0.5 -0.2
C 0.4 -0.9 0.8


Energy relative to the best compared isomer or geometry (same formula, charge and spin) (kcal/mol)
0.0 69.5 18.8 32.0 28.2